[1]
15 unconnected molecules or ions with the total composition C86H204N14O15 in a non-equilibrium geometry. Source: the Open Molecules 2025 dataset; level of theory: ωB97M-V with the def2-TZVPD basis set.

```
319
C86H204N14O15 (ωB97M-V with the def2-TZVPD basis set)
C 11.7552 -19.6843 19.5769
C 12.4840 -19.4218 20.8624
C 13.7395 -18.5007 20.6340
O 14.4421 -18.3815 21.8468
C 15.6304 -17.7098 21.7770
N 11.4536 -18.7017 21.6068
H 12.2159 -20.3746 18.8703
H 11.7155 -18.6613 19.2027
H 10.8165 -20.2196 19.7198
H 12.8669 -20.3956 21.1676
H 13.5689 -17.5388 20.1504
H 14.4762 -18.9758 19.9862
H 16.3407 -18.1025 21.0494
H 16.2717 -17.7155 22.6584
H 15.5397 -16.6854 21.4156
H 11.0343 -17.9426 21.0892
H 11.8074 -18.3124 22.4690
C 7.5622 -12.6239 16.3707
C 6.0562 -13.0255 16.4606
C 5.7089 -14.3506 15.7696
O 6.5853 -15.4756 16.0568
C 6.0931 -16.7334 15.7040
N 5.7054 -13.0536 17.9003
H 7.7476 -11.6329 16.7850
H 7.8129 -12.6889 15.3119
H 8.1990 -13.4556 16.6721
H 5.5423 -12.2450 15.8996
H 5.6911 -14.2125 14.6885
H 4.7214 -14.5571 16.1821
H 5.8652 -16.9492 14.6602
H 5.2018 -16.8740 16.3155
H 6.7517 -17.5329 16.0434
H 6.2795 -13.6316 18.4972
H 4.8459 -13.5572 18.0669
C 19.1410 -18.3273 15.9262
C 19.9951 -19.6419 16.1583
C 19.2618 -20.6160 17.0802
O 19.2686 -19.9977 18.4030
C 18.7083 -20.8195 19.3866
N 20.2828 -20.2609 14.8479
H 18.2523 -18.6793 15.4022
H 19.6756 -17.4814 15.4940
H 18.8129 -17.9570 16.8974
H 20.9036 -19.4956 16.7425
H 19.6918 -21.6169 17.1180
H 18.2063 -20.7100 16.8250
H 17.7373 -21.2334 19.1148
H 18.4438 -20.1254 20.1843
H 19.4663 -21.5440 19.6843
H 21.0593 -19.7951 14.4006
H 20.8443 -21.0846 15.0101
C 18.0490 -19.9645 12.2427
C 17.0748 -20.7064 13.0277
C 16.1564 -21.6758 12.1419
O 16.9257 -22.5952 11.3312
C 16.1899 -23.7277 10.9593
N 17.5816 -21.5023 14.1364
H 17.4276 -19.3987 11.5484
H 18.7190 -20.6158 11.6815
H 18.7217 -19.3639 12.8550
H 16.3674 -19.9747 13.4179
H 15.5265 -21.0714 11.4892
H 15.5758 -22.2362 12.8747
H 16.5411 -23.9822 9.9593
H 15.1165 -23.5471 11.0162
H 16.4139 -24.5661 11.6188
H 18.2644 -20.8395 14.4752
H 18.1524 -22.2508 13.7703
C 5.5176 -16.5778 20.0228
C 6.9973 -16.1627 20.1156
C 8.1435 -17.2449 20.0477
O 9.4569 -16.7429 20.3254
C 9.7606 -15.6840 21.2696
N 7.1957 -15.2465 18.9616
H 5.3690 -17.2954 20.8297
H 5.3873 -17.2134 19.1469
H 4.7398 -15.8189 19.9380
H 7.1468 -15.6416 21.0612
H 8.1385 -17.8726 19.1566
H 7.9479 -17.8699 20.9190
H 9.5340 -15.9857 22.2922
H 9.0650 -14.8475 21.2028
H 10.7724 -15.3396 21.0558
H 6.9454 -15.7654 18.1320
H 8.1806 -15.0271 18.9180
C 9.5365 -16.0254 10.3422
C 8.7305 -14.7950 9.9006
C 7.3674 -15.2862 9.2369
O 7.7233 -15.9420 8.0404
C 7.2530 -17.2801 7.9645
N 8.5793 -14.0248 11.0006
H 9.7899 -16.6357 9.4754
H 8.9741 -16.5938 11.0829
H 10.4758 -15.5609 10.6422
H 9.2452 -14.1998 9.1463
H 6.8908 -14.4319 8.7561
H 6.7493 -15.8482 9.9370
H 7.2424 -17.9076 8.8557
H 7.6307 -17.7952 7.0813
H 6.2341 -17.0653 7.6422
H 9.2482 -14.4366 11.6354
H 8.7082 -13.0358 10.8414
C 13.9975 -14.0698 19.0380
C 14.6732 -12.7189 18.5642
C 15.3264 -11.9089 19.7244
O 16.0386 -10.7661 19.1824
C 17.3426 -10.5714 19.7184
N 15.5008 -12.9227 17.4027
H 13.3290 -13.7963 19.8543
H 14.7325 -14.7400 19.4838
H 13.4238 -14.5069 18.2208
H 13.8386 -12.1306 18.1828
H 16.0202 -12.4551 20.3634
H 14.5995 -11.5593 20.4576
H 17.6683 -9.5743 19.4222
H 17.9913 -11.3157 19.2564
H 17.5190 -10.6249 20.7927
H 15.7702 -12.0038 17.0816
H 16.3686 -13.3217 17.7309
C 13.9227 -13.2791 10.0094
C 12.4919 -13.5203 10.8152
C 12.1615 -12.7158 12.1014
O 10.9754 -13.2909 12.5569
C 10.5037 -12.6592 13.7232
N 11.4654 -13.3046 9.8638
H 14.6477 -13.4250 10.8102
H 14.0503 -12.3083 9.5305
H 14.1527 -14.0344 9.2579
H 12.4408 -14.5918 11.0090
H 12.0670 -11.6388 11.9624
H 12.9140 -12.9054 12.8668
H 11.3896 -12.3792 14.2931
H 9.8649 -13.2812 14.3502
H 10.1706 -11.6239 13.6504
H 10.6949 -13.4868 10.4909
H 11.5156 -12.3044 9.7330
O 6.4358 -16.1394 12.5932
H 6.3561 -17.0208 12.2285
H 7.3743 -16.0257 12.7432
C 16.0771 -23.9927 16.9431
C 14.5352 -23.9018 16.8138
C 14.2424 -23.9841 15.3096
C 12.7636 -24.2687 14.9492
C 12.3840 -25.5042 15.6552
C 12.5078 -25.4162 17.2094
N 13.8915 -25.0075 17.4872
O 14.1548 -25.1122 18.8353
C 11.5461 -24.4241 17.8272
C 12.2123 -26.7766 17.8134
C 14.2045 -22.5169 17.4521
H 16.6647 -23.3214 16.3169
H 16.4045 -25.0173 16.7671
H 16.4492 -23.9280 17.9656
H 14.4488 -22.9944 14.9020
H 14.8711 -24.7244 14.8148
H 12.7179 -24.4788 13.8806
H 11.9991 -23.5544 15.2549
H 12.8610 -26.3487 15.1578
H 11.3432 -25.7349 15.4280
H 11.6910 -23.4386 17.3845
H 10.5316 -24.7606 17.6136
H 11.5704 -24.5395 18.9108
H 12.9918 -27.4504 17.4577
H 12.0713 -26.7970 18.8940
H 11.3125 -27.2176 17.3844
H 14.2039 -22.6383 18.5354
H 13.2517 -22.0378 17.2270
H 14.9034 -21.7824 17.0519
H 14.2814 -26.0606 18.9139
C 11.3223 -20.6051 14.8696
C 12.0516 -19.2684 14.9160
C 11.2237 -18.4641 15.9056
C 11.9302 -17.1805 16.3754
C 13.3390 -17.5543 16.9083
C 14.1806 -18.3091 15.8494
N 13.4011 -19.4386 15.2970
O 14.0262 -20.2749 14.4153
C 14.7159 -17.3158 14.7887
C 15.3192 -18.9952 16.6530
C 11.8664 -18.5500 13.4948
H 11.5198 -21.2025 15.7596
H 11.6413 -21.0677 13.9357
H 10.2671 -20.6636 14.6027
H 10.2892 -18.1426 15.4459
H 10.8780 -19.0795 16.7361
H 11.3875 -16.4634 16.9913
H 12.1084 -16.4617 15.5756
H 13.3832 -17.9670 17.9162
H 13.7824 -16.5655 17.0254
H 13.9726 -16.5408 14.6016
H 15.4728 -16.7633 15.3455
H 15.0797 -17.8358 13.9025
H 16.0925 -19.3903 15.9942
H 15.7241 -18.2630 17.3517
H 14.9844 -19.8027 17.3040
H 10.8085 -18.4054 13.2757
H 12.1816 -19.1996 12.6782
H 12.5118 -17.6763 13.4038
H 14.5753 -20.8366 14.9672
C 17.7874 -18.5330 6.0288
C 16.3332 -19.1990 5.8130
C 16.4312 -20.7516 5.9757
C 16.7622 -21.2204 7.4211
C 15.7506 -20.7052 8.3588
C 15.4457 -19.1291 8.1932
N 15.3791 -18.6670 6.8251
O 15.1890 -17.2981 6.5723
C 14.0140 -18.9052 8.8139
C 16.4692 -18.4276 9.1404
C 15.7393 -18.8897 4.3908
H 17.8640 -17.4765 5.7718
H 18.6050 -18.9539 5.4437
H 18.0882 -18.6390 7.0711
H 15.5918 -21.3502 5.6219
H 17.1997 -21.1691 5.3252
H 17.7839 -20.9931 7.7255
H 16.6907 -22.3068 7.3694
H 16.0311 -20.7956 9.4081
H 14.8247 -21.2788 8.3164
H 13.7009 -17.8694 8.9444
H 13.1099 -19.3530 8.4015
H 13.9530 -19.3214 9.8194
H 17.3827 -19.0085 9.2676
H 16.7666 -17.4985 8.6541
H 15.9905 -18.0292 10.0349
H 16.0701 -17.9167 4.0274
H 14.6534 -18.8954 4.2963
H 16.1758 -19.5620 3.6522
H 14.3795 -17.2402 6.0595
C 18.3341 -15.0720 14.0927
C 18.0360 -14.9727 12.5831
C 16.4728 -14.7544 12.3664
C 15.9797 -13.4042 12.9289
C 16.8102 -12.2757 12.2863
C 18.4133 -12.4837 12.3365
N 18.7283 -13.8731 11.9710
O 20.0351 -14.1305 11.7947
C 18.9841 -11.4774 11.1513
C 18.9739 -11.9910 13.7326
C 18.3655 -16.3201 11.7955
H 19.4199 -15.1554 14.1392
H 17.9395 -14.1975 14.6100
H 17.9006 -15.9977 14.4714
H 16.3869 -14.8443 11.2835
H 15.8182 -15.5724 12.6673
H 14.9044 -13.2914 12.7910
H 16.1439 -13.4208 14.0063
H 16.5148 -11.3989 12.8626
H 16.5072 -12.0952 11.2549
H 18.4288 -10.5466 11.0355
H 18.7925 -11.8836 10.1581
H 20.0221 -11.1494 11.2060
H 18.1118 -11.9124 14.3950
H 19.3735 -10.9840 13.6130
H 19.6857 -12.6349 14.2493
H 19.3218 -16.7796 12.0453
H 17.5923 -17.0629 11.9918
H 18.2252 -16.1894 10.7225
H 20.0771 -14.3168 10.8539
C 22.6746 -14.0426 19.4448
C 21.3300 -13.2213 19.3954
C 21.0047 -12.9816 17.8868
C 20.4251 -14.1860 17.0460
C 19.2943 -14.8427 17.8842
C 19.7718 -15.3564 19.2421
N 20.3665 -14.1734 19.9318
O 20.5495 -14.4766 21.2924
C 18.3794 -15.7132 19.9939
C 20.7498 -16.5968 19.0305
C 21.4172 -11.8520 20.0876
H 23.5495 -13.4357 19.2120
H 22.7508 -14.9788 18.8918
H 22.9246 -14.3657 20.4553
H 20.3590 -12.1139 17.7521
H 21.7662 -12.5335 17.2485
H 21.2484 -14.8907 16.9292
H 20.0964 -13.8258 16.0711
H 18.9587 -15.6792 17.2712
H 18.3959 -14.2259 17.9104
H 17.7848 -14.8543 20.3050
H 17.8049 -16.3022 19.2789
H 18.5911 -16.2427 20.9228
H 21.4477 -16.7139 19.8596
H 20.1196 -17.4835 18.9620
H 21.3988 -16.5075 18.1593
H 21.4990 -12.0541 21.1556
H 20.4353 -11.3972 19.9562
H 22.2118 -11.2529 19.6429
H 20.2688 -13.7122 21.8008
C 8.0144 -26.1748 8.2529
C 7.8710 -26.0335 9.8026
C 8.1984 -27.3843 10.4824
C 8.4331 -27.3296 11.9817
C 9.4612 -26.2149 12.3108
C 9.1290 -24.8158 11.8019
N 8.7829 -24.9925 10.3471
O 8.4765 -23.7766 9.6511
C 7.9907 -24.1345 12.6300
C 10.3294 -23.9183 12.0970
C 6.3454 -25.8087 10.1786
H 7.9372 -25.2396 7.6984
H 7.3629 -26.8332 7.6784
H 9.0486 -26.4312 8.0229
H 7.3718 -28.0761 10.3204
H 9.0066 -27.9050 9.9688
H 8.8374 -28.3134 12.2199
H 7.5233 -27.3620 12.5811
H 10.4212 -26.5973 11.9641
H 9.6874 -26.0925 13.3701
H 7.9877 -23.0713 12.3899
H 6.9776 -24.5044 12.4722
H 8.1729 -24.1523 13.7045
H 10.5420 -23.9341 13.1659
H 11.2671 -24.2719 11.6684
H 10.2543 -22.8740 11.7939
H 5.6775 -26.3127 9.4801
H 6.1331 -24.7396 10.1755
H 6.1649 -26.1574 11.1954
H 9.1343 -23.5242 8.9990
```

Properties
**F_max**: 0.0952 Eh/bohr
**DFT total energy**: -144043.7016 eV
**HOMO level**: -7.86 eV

Atom charges from the Mulliken analysis, given in e for atoms 1 to 99: -0.447 0.191 0.089 -0.481 -0.530 -0.622 -0.244 -0.055 0.564 0.371 0.122 0.094 0.041 0.457 0.276 0.082 0.347 -1.297 0.351 -0.888 -0.053 -0.784 -0.866 0.420 0.300 0.204 0.363 0.358 0.448 0.171 0.343 0.257 0.500 0.271 0.052 -0.138 -0.226 -0.204 -0.687 -0.447 -0.443 0.565 -0.346 0.634 0.580 -0.320 0.183 0.199 0.308 0.271 0.229 -0.713 1.991 0.135 -0.452 -0.910 0.057 -0.354 0.454 0.156 -1.387 0.342 -0.028 0.301 0.314 0.356 -0.646 0.342 -1.585 0.213 -0.676 -0.067 -0.969 -0.225 0.430 0.337 0.322 0.365 0.274 0.244 0.317 0.496 0.184 -0.075 0.259 -0.792 0.555 -0.838 -0.362 -0.800 -0.468 0.576 0.182 -0.166 0.331 0.320 0.328 0.299 0.253



[2]
2 unconnected molecules or ions with the total composition C3H9NO3S in a non-equilibrium geometry. Source: the Open Molecules 2025 dataset; level of theory: ωB97M-V with the def2-TZVPD basis set.

```
17
C3H9NO3S (ωB97M-V with the def2-TZVPD basis set)
O -1.3447 -0.4978 1.9119
C -1.2720 -0.8076 0.7546
O -1.5033 -2.0693 0.2916
N -0.9668 0.0149 -0.2814
C -0.4359 1.3492 0.0807
C 1.0771 1.3052 -0.0447
S 1.9244 2.8295 0.2817
H -1.8621 -2.6662 0.9729
H -0.6150 -0.3655 -1.1592
H -0.9435 2.0343 -0.6019
H -0.7569 1.6721 1.0649
H 1.4489 0.4497 0.5183
H 1.3277 1.0800 -1.0853
H 1.7040 2.9411 1.5882
O 0.8345 -2.0568 -1.4887
H 0.1204 -2.4132 -0.9168
H 1.2631 -2.7998 -1.8869
```

Properties
**F_max**: 0.0256 Eh/bohr
**DFT total energy**: -21725.6242 eV
**HOMO level**: -9.14 eV
**Energy above the lowest of the compared OMol25 structures with the same formula, charge and spin**: 0.006 eV

Taken from the Mulliken analysis, the atomic charges in e are: -0.578 0.602 -0.531 -0.198 -0.620 -0.487 -0.232 0.334 0.306 0.278 0.394 0.336 0.286 0.114 -0.629 0.330 0.295



[3]
2 unconnected molecules or ions with the total composition C2H5ClN2 in a non-equilibrium geometry. Source: the Open Molecules 2025 dataset; level of theory: ωB97M-V with the def2-TZVPD basis set.

```
10
C2H5ClN2 (ωB97M-V with the def2-TZVPD basis set)
C 1.3872 0.3446 -0.3768
C -0.0316 0.7113 0.0239
N -1.6748 -1.3889 0.4940
N -1.0810 -0.7502 1.2990
Cl -1.1399 0.7292 -1.3372
H 2.0003 0.2040 0.5155
H 1.5732 1.1607 -1.0940
H 1.3722 -0.5398 -0.8660
H -0.2238 1.6454 0.4647
H -2.1819 -2.1162 0.8769
```

Properties
**F_max**: 0.0692 Eh/bohr
**DFT total energy**: -17654.0046 eV
**HOMO level (alpha / beta)**: -8.04 / -8.08 eV
**Energy above the lowest of the compared OMol25 structures with the same formula, charge and spin**: 3.570 eV

Taken from the Mulliken analysis, the atomic charges in e are: -0.923 -0.058 -0.146 -0.171 -0.174 0.291 0.280 0.321 0.350 0.230